No. 1
DFT (ωB97M-V/def2-TZVPD) results for a structure of composition C46H95F3HgN5O8S in a non-equilibrium geometry.

Each line ends with the Mulliken charge.
Atoms and positions in Å:
Hg 0.701 -3.121 2.324  1.584
C 1.420 0.158 -0.508  -0.088
F 1.074 -0.374 -1.659  -0.429
F 2.708 -0.119 -0.251  -0.545
F 1.317 1.465 -0.536  -0.412
S 0.319 -0.567 0.887  0.971
O -0.046 -1.933 0.500  -0.094
O 1.145 -0.771 2.097  -0.831
O -0.777 0.340 1.040  0.124
C -4.050 -0.912 -1.230  -1.483
C -3.792 -0.279 -2.609  1.662
C -3.134 1.102 -2.307  -2.412
C -1.658 0.993 -1.855  2.339
C -0.957 0.220 -2.967  -0.999
C -1.525 -1.191 -3.259  1.898
N -2.951 -1.053 -3.498  0.372
O -3.562 -2.335 -3.729  -0.487
C -0.903 -1.575 -4.635  -1.952
C -1.010 -2.194 -2.225  -1.050
C -5.137 0.048 -3.267  -1.975
H -4.389 -1.947 -1.195  0.572
H -4.675 -0.273 -0.603  0.518
H -3.109 -0.900 -0.660  -0.131
H -3.186 1.778 -3.164  0.324
H -3.592 1.674 -1.494  0.358
H -1.569 0.554 -0.860  -0.512
H -1.338 2.032 -1.756  -0.762
H 0.084 -0.024 -2.715  -0.467
H -0.800 0.818 -3.864  0.747
H -1.362 -1.055 -5.480  0.436
H 0.161 -1.349 -4.692  0.319
H -1.164 -2.625 -4.793  0.568
H -1.006 -1.671 -1.261  -1.065
H -1.636 -3.074 -2.069  0.838
H 0.022 -2.509 -2.378  0.424
H -5.732 0.609 -2.551  0.323
H -5.702 -0.859 -3.480  0.380
H -4.840 0.590 -4.166  0.524
H -3.328 -2.467 -4.656  0.404
C 1.039 4.021 -1.608  -1.227
C 1.752 4.017 -2.961  2.319
C 1.563 5.395 -3.646  -1.464
C 2.351 6.532 -3.053  -0.693
C 3.839 6.130 -3.085  -1.157
C 4.161 4.813 -2.335  1.454
N 3.198 3.804 -2.811  0.201
O 3.480 2.512 -2.315  -0.395
C 5.539 4.359 -2.818  -1.982
C 4.197 5.053 -0.829  -1.632
C 1.148 3.027 -3.980  -1.943
H -0.039 3.952 -1.762  0.404
H 1.332 4.896 -1.029  0.600
H 1.328 3.191 -0.959  0.017
H 1.507 5.497 -4.734  0.434
H 0.497 5.636 -3.486  0.328
H 2.032 6.790 -2.040  0.288
H 2.276 7.454 -3.633  0.458
H 4.344 6.935 -2.548  0.462
H 4.117 5.987 -4.128  0.347
H 5.799 3.412 -2.348  0.377
H 5.503 4.250 -3.904  0.424
H 6.313 5.107 -2.639  0.407
H 4.883 5.861 -0.562  0.454
H 3.231 5.396 -0.455  0.351
H 4.517 4.187 -0.247  0.291
H 1.368 1.998 -3.698  0.272
H 1.525 3.230 -4.980  0.491
H 0.075 3.226 -3.995  0.400
H 3.783 2.011 -3.080  0.329
C -3.337 4.339 -0.354  -1.945
C -2.457 4.188 0.866  2.332
C -2.428 5.590 1.522  -1.432
C -2.056 5.673 3.002  -0.907
C -2.847 4.645 3.837  -1.420
C -2.743 3.218 3.255  2.037
N -3.077 3.270 1.825  -0.218
O -3.232 1.985 1.244  -0.260
C -1.352 2.645 3.603  -0.923
C -3.794 2.368 3.955  -1.729
C -1.034 3.865 0.436  -1.267
H -3.001 5.123 -1.033  0.438
H -4.370 4.576 -0.089  0.547
H -3.415 3.407 -0.922  -0.103
H -1.517 6.064 1.134  0.196
H -3.202 6.285 1.197  0.512
H -2.131 6.686 3.390  0.488
H -1.003 5.375 3.066  0.259
H -3.884 4.989 3.789  0.439
H -2.467 4.671 4.859  0.479
H -0.588 3.353 3.928  0.286
H -1.325 1.782 4.262  0.309
H -0.936 2.275 2.661  -0.253
H -3.608 1.293 3.858  0.001
H -3.949 2.602 5.007  0.464
H -4.760 2.424 3.444  0.431
H -0.363 3.774 1.294  0.349
H -0.600 4.621 -0.218  1.178
H -1.013 2.915 -0.108  -0.757
H -2.407 1.474 1.331  0.182
C -1.344 -1.697 4.380  -2.480
C -2.314 -2.678 3.753  1.276
C -3.354 -1.918 2.881  -0.346
C -4.235 -2.795 2.030  -0.681
C -3.366 -3.682 1.079  -0.611
C -2.295 -4.471 1.841  1.839
N -1.607 -3.622 2.838  1.961
O -0.694 -4.440 3.607  -0.465
C -2.868 -5.777 2.469  -1.763
C -1.251 -4.904 0.767  -2.415
C -3.081 -3.428 4.857  -1.572
H -0.821 -1.057 3.669  0.434
H -1.943 -1.057 5.026  0.642
H -0.615 -2.245 4.986  0.351
H -4.037 -1.411 3.574  0.493
H -2.890 -1.054 2.398  -0.768
H -4.868 -3.467 2.604  0.427
H -4.744 -2.109 1.353  0.449
H -2.951 -3.032 0.313  -0.930
H -4.094 -4.383 0.675  0.532
H -2.064 -6.491 2.652  0.487
H -3.464 -6.227 1.676  0.500
H -3.497 -5.665 3.349  0.272
H -0.292 -5.160 1.232  0.316
H -1.084 -4.101 0.048  0.174
H -1.625 -5.764 0.214  0.702
H -3.273 -2.749 5.686  0.492
H -4.002 -3.913 4.555  0.330
H -2.401 -4.168 5.292  0.313
H -1.239 -5.005 4.186  0.314
C 4.724 -3.472 2.937  -1.960
C 4.925 -3.679 1.423  1.408
C 5.769 -4.981 1.300  -1.123
C 5.613 -5.705 -0.049  -0.694
C 4.141 -5.727 -0.485  -1.311
C 3.350 -4.402 -0.444  1.720
N 3.575 -3.804 0.876  0.056
O 2.805 -2.624 1.026  0.734
C 3.901 -3.545 -1.591  -1.632
C 1.882 -4.719 -0.694  -1.297
C 5.749 -2.484 0.881  -1.557
H 4.232 -4.329 3.408  0.421
H 4.097 -2.615 3.193  0.247
H 5.663 -3.385 3.486  0.447
H 6.811 -4.707 1.458  0.390
H 5.465 -5.638 2.114  0.420
H 5.888 -6.758 -0.012  0.456
H 6.159 -5.208 -0.852  0.341
H 3.640 -6.467 0.148  0.360
H 4.069 -6.071 -1.518  0.403
H 3.728 -3.959 -2.587  0.522
H 3.517 -2.521 -1.656  0.059
H 4.987 -3.439 -1.589  0.332
H 1.340 -3.768 -0.651  -0.114
H 1.740 -4.949 -1.751  0.488
H 1.522 -5.503 -0.030  0.279
H 5.196 -1.544 0.810  0.225
H 6.170 -2.711 -0.097  0.416
H 6.591 -2.270 1.540  0.491
H 3.280 -1.908 0.565  -0.121

## Properties
net charge	+1
gap between HOMO and LUMO	4.16	eV
highest occupied orbital energy	-9.7	eV
relative energy (zero: lowest compared OMol25 entry of this formula, charge and spin)	2.971	eV

---

No. 2
DFT (ωB97M-V/def2-TZVPD) results for a cluster of 3 separate species, CH8NO3 in total in a non-equilibrium geometry.

Each line ends with the natural charge from an NBO analysis.
Atoms and positions in Å:
N -1.680 -0.650 -1.394  -0.903
C -1.345 0.052 -0.119  0.103
O -0.176 0.770 -0.288  -0.954
H -1.694 0.025 -2.154  0.334
H -0.999 -1.312 -1.739  0.342
H -2.118 0.680 0.309  0.125
H -1.226 -0.819 0.554  0.093
H 0.393 0.765 1.362  0.506
H 1.864 0.917 1.625  0.458
O 1.030 0.889 2.125  -1.016
H 1.100 -0.149 -0.487  0.507
H 1.271 -1.703 -0.425  0.441
O 1.798 -0.896 -0.424  -1.035

## Properties
net charge	-1
gap between HOMO and LUMO	8.29	eV
highest occupied orbital energy	-3.8	eV
relative energy (zero: lowest compared OMol25 entry of this formula, charge and spin)	0.409	eV

---

No. 3
DFT (ωB97M-V/def2-TZVPD) results for a structure of composition C12H32FInK2Li2N3O10P in a non-equilibrium geometry.

Each line ends with the Mulliken charge.
Atoms and positions in Å:
C -1.777 1.618 4.758  -0.724
C -0.789 0.437 4.149  0.028
C -1.544 -0.450 2.996  -0.918
In -1.310 0.317 0.878  0.846
C -3.423 0.824 0.135  -0.769
C -4.288 1.742 1.183  0.083
O -3.810 2.691 1.994  -0.521
C -0.620 -1.490 -0.378  -0.938
C 0.438 -1.054 -1.582  -0.353
C 1.832 -0.432 -0.992  0.327
C 3.090 -1.498 -0.911  -0.465
N 3.526 -2.073 -2.229  -0.221
C 2.904 -3.393 -2.581  0.293
C 2.208 -4.488 -1.585  -0.513
O 2.966 -3.751 -3.895  -0.641
P 0.196 2.348 0.641  0.524
N -0.417 3.724 1.270  -0.608
O 1.755 2.120 1.463  -0.600
O 0.466 2.634 -1.068  -0.375
H -2.045 1.363 5.887  0.282
H -1.166 2.635 4.714  0.150
H -2.811 1.680 4.190  0.138
H -0.593 -0.306 5.062  0.326
H 0.255 0.847 3.811  -0.045
H -2.704 -0.568 3.237  0.215
H -1.104 -1.554 3.051  0.242
H -4.010 -0.209 0.032  0.287
H -3.413 1.312 -0.934  0.263
H -5.472 1.590 1.195  0.253
H -1.593 -1.890 -0.942  0.249
H -0.168 -2.319 0.314  0.221
H -0.107 -0.160 -2.156  0.082
H 0.558 -1.909 -2.369  0.360
H 2.123 0.595 -1.522  0.047
H 1.607 -0.125 0.139  -0.410
H 4.013 -0.851 -0.513  0.349
H 2.864 -2.267 -0.059  0.128
H 4.555 -2.029 -2.392  0.287
H 1.021 -4.433 -1.699  0.087
H 2.559 -5.560 -1.933  0.369
H 2.541 -4.393 -0.445  0.250
H -1.338 3.476 1.692  0.150
H 1.803 1.202 1.861  0.345
H 0.488 3.644 -1.185  0.120
C 1.371 6.836 -1.062  -1.090
O 0.470 5.863 -1.558  -0.512
H 2.371 6.400 -1.009  0.307
H 1.386 7.696 -1.737  0.474
H 1.058 7.149 -0.063  0.517
H -0.409 6.279 -1.594  0.305
K 2.307 5.478 -2.465  0.851
K 1.835 6.195 1.005  0.759
O 2.536 7.114 -5.960  -1.037
H 1.966 6.464 -6.327  0.234
N -0.479 -6.295 -0.109  1.001
O -0.928 -5.245 -0.598  -0.550
O -1.059 -7.374 -0.317  -0.827
O 0.549 -6.266 0.587  -0.634
O -3.127 -8.398 1.399  -0.687
H -2.643 -8.289 0.567  0.426
H -2.563 -8.986 1.923  0.332
Li 3.889 7.651 -7.109  0.864
Li -5.124 -9.006 0.237  0.939
F -2.668 -2.866 0.910  -0.872

## Properties
net charge	0
gap between HOMO and LUMO	1.46	eV
highest occupied orbital energy	-4.3	eV

---

No. 4
DFT (ωB97M-V/def2-TZVPD) results for a structure of composition C45H56AuN5OS3Te.

Each line ends with the Mulliken spin population.
Atoms and positions in Å:
Au 0.224 0.727 -0.015  0.334
C -1.980 1.034 3.501  0.008
C -0.760 0.211 3.914  0.008
S 0.349 -0.321 2.576  0.140
C 0.000 -2.080 2.383  0.007
C -1.373 -2.463 1.868  0.003
S -1.747 -1.756 0.237  -0.001
C -3.407 -1.076 0.474  0.001
C -3.501 0.250 1.217  -0.006
S -3.455 0.100 3.030  0.000
H -1.740 1.731 2.698  -0.011
H -2.283 1.633 4.361  -0.001
H -1.051 -0.680 4.471  0.002
H -0.130 0.810 4.574  0.001
H 0.173 -2.557 3.351  0.005
H 0.782 -2.436 1.710  -0.002
H -2.147 -2.137 2.559  0.000
H -1.415 -3.550 1.793  0.001
H -4.031 -1.840 0.941  0.000
H -3.783 -0.944 -0.546  0.000
H -4.455 0.717 0.969  0.000
H -2.710 0.933 0.901  0.021
C 2.443 4.156 3.634  0.000
N 1.489 4.407 2.570  0.003
C 2.140 5.028 1.432  0.002
C 0.806 3.182 2.197  0.017
C -0.403 3.399 1.309  -0.016
C -1.164 4.553 1.497  0.011
C -2.275 4.815 0.714  -0.011
C -2.640 3.920 -0.282  0.010
C -1.896 2.763 -0.469  -0.002
C -0.791 2.479 0.330  0.247
H 2.947 5.083 3.903  0.000
H 3.212 3.419 3.343  0.000
H 1.926 3.780 4.518  0.000
H 2.612 5.959 1.741  0.000
H 1.409 5.254 0.656  0.000
H 2.918 4.375 0.998  0.000
H 0.483 2.703 3.127  0.005
H 1.503 2.475 1.706  -0.004
H -0.851 5.256 2.259  0.002
H -2.846 5.720 0.871  0.000
H -3.494 4.123 -0.915  0.001
H -2.174 2.080 -1.258  0.009
C 1.309 3.376 -1.992  -0.005
C 1.040 2.133 -2.788  0.001
O 1.465 2.000 -3.939  0.036
N 0.262 1.166 -2.233  0.085
Te -0.073 -0.233 -3.659  0.053
C 1.403 -0.870 -5.046  0.000
C 2.766 -0.784 -4.785  -0.010
C 3.348 -0.302 -3.484  0.017
C 3.644 -1.228 -5.772  -0.003
C 3.197 -1.777 -6.963  0.001
C 4.158 -2.238 -8.021  0.000
C 1.823 -1.927 -7.141  -0.001
C 0.907 -1.498 -6.193  0.000
C -0.563 -1.704 -6.452  0.005
C -1.462 0.904 -4.781  0.002
C -1.164 1.663 -5.920  -0.002
C 0.183 1.804 -6.579  0.000
C -2.213 2.348 -6.532  -0.001
C -3.515 2.302 -6.065  0.002
C -4.622 3.049 -6.752  0.000
C -3.773 1.541 -4.931  0.000
C -2.775 0.839 -4.273  -0.007
C -3.202 0.034 -3.062  0.005
H 2.041 3.987 -2.513  -0.001
H 1.653 3.136 -0.988  0.010
H 0.374 3.929 -1.881  0.000
H 2.593 -0.187 -2.707  -0.009
H 3.840 0.662 -3.611  0.000
H 4.090 -1.025 -3.135  0.000
H 4.711 -1.153 -5.587  0.000
H 5.188 -2.033 -7.737  0.000
H 3.960 -1.735 -8.969  0.000
H 4.058 -3.311 -8.195  0.000
H 1.452 -2.398 -8.045  0.000
H -0.702 -2.506 -7.175  0.000
H -1.035 -0.804 -6.853  -0.001
H -1.113 -1.988 -5.551  -0.002
H 0.980 1.283 -6.070  0.000
H 0.457 2.859 -6.615  0.000
H 0.126 1.445 -7.609  0.000
H -1.987 2.939 -7.413  0.000
H -4.250 3.611 -7.606  0.000
H -5.100 3.749 -6.065  0.000
H -5.391 2.362 -7.105  0.000
H -4.784 1.495 -4.540  0.000
H -3.972 0.580 -2.518  0.000
H -2.402 -0.178 -2.354  -0.003
H -3.632 -0.923 -3.366  -0.001
N 10.280 -2.913 -0.349  0.000
C 9.145 -2.745 -0.392  0.000
C 7.724 -2.534 -0.451  0.000
C 7.220 -1.245 -0.600  0.000
C 5.854 -1.043 -0.671  0.000
C 4.997 -2.130 -0.570  0.002
C 5.489 -3.417 -0.415  0.000
C 6.857 -3.620 -0.363  0.000
N 3.589 -1.919 -0.629  0.001
C 2.656 -2.733 -1.235  -0.003
C 1.451 -2.127 -1.062  -0.005
N 1.635 -0.959 -0.357  0.056
C 2.924 -0.862 -0.119  0.003
H 7.900 -0.408 -0.676  0.000
H 5.462 -0.047 -0.829  0.000
H 4.812 -4.255 -0.313  0.000
H 7.255 -4.617 -0.242  0.000
H 2.933 -3.637 -1.747  0.000
H 0.475 -2.449 -1.385  -0.001
H 3.400 -0.080 0.451  -0.009

## Properties
net charge	+1
gap between HOMO and LUMO (alpha / beta)	7.16 / 7.25	eV
highest occupied orbital energy (alpha / beta)	-9.6 / -10.6	eV
relative energy (zero: lowest compared OMol25 entry of this formula, charge and spin)	0.000	eV
2S+1	2